7
Properties=species:S:1:pos:R:3:forces:R:3:nbo_charge:R:1 method="wB97M-V/def2-TZVPD" relative_energy_kj_mol=162.8 orbital_gap_ev=7.97 e_tot_ha=-642.9787 lumo_energy_ev=-2.46 spin_multiplicity=1
C -0.460716 0.991495 -0.032796 3.1 4.1 0.6 0.346
C -0.234405 -0.419168 0.120295 3.5 0.1 0.6 -0.373
C 1.180840 -0.911842 0.296132 6.1 -5.5 -5.5 0.220
H -1.497210 1.231373 0.006636 -1.1 0.5 -0.3 0.144
N 2.159045 -1.562659 -0.225370 -7.9 5.6 4.9 -0.190
O 0.414489 1.853414 -0.091990 -1.4 -1.6 -0.1 -0.458
S -1.562046 -1.182615 -0.072904 -2.4 -3.3 -0.1 0.310

27
Properties=species:S:1:pos:R:3:forces:R:3:nbo_charge:R:1 method="wB97M-V/def2-TZVPD" relative_energy_kj_mol=406.0 smiles=O.O.O.O.O.O.O.O.O orbital_gap_ev=10.51 e_tot_ha=-687.8711 lumo_energy_ev=-0.07 spin_multiplicity=1
O -0.249974 0.657748 -0.362649 0.5 0.0 -0.2 -0.929
H 0.189384 1.300033 0.206056 -0.3 0.0 0.1 0.479
H 0.403561 0.461507 -1.043361 -0.2 0.1 -0.1 0.453
O -1.364016 -0.507263 2.482793 -0.3 -2.1 0.4 -0.943
H -1.080759 -1.420625 2.603315 -0.3 -0.1 0.1 0.463
H -1.828118 -0.515184 1.638083 0.2 0.2 -0.1 0.483
O -2.119312 3.028739 0.236032 -0.3 0.3 -0.1 -0.945
H -2.418630 3.137174 -0.673717 0.1 -0.1 0.0 0.478
H -2.841549 3.386291 0.764728 0.0 0.0 0.0 0.470
O 2.741109 0.185074 2.382912 0.0 0.1 0.0 -0.909
H 1.941441 -0.076789 1.912860 -0.2 0.4 0.4 0.459
H 2.934451 -0.567020 2.953844 -0.1 0.5 0.1 0.452
O 0.301126 -2.087101 -0.116147 0.4 -0.2 0.0 -0.922
H 0.486466 -1.296934 0.403733 -0.6 0.2 -0.1 0.466
H 0.862280 -1.992926 -0.894112 -0.1 -0.2 0.1 0.454
O 2.918127 -2.428657 1.430785 0.0 -0.2 0.1 -0.907
H 3.187723 -2.120471 2.303327 0.1 -0.4 -0.4 0.447
H 2.431620 -1.684232 1.059121 0.3 -0.4 0.0 0.454
O -0.771964 1.553517 2.185494 0.7 2.1 -0.1 -0.943
H -1.422290 1.691402 2.883385 0.2 -0.3 0.0 0.478
H -0.687082 2.418923 1.769732 -0.2 0.2 0.0 0.462
O 2.179810 -0.876877 -4.214212 -0.2 0.0 0.2 -0.928
H 2.149228 -1.051112 -3.266743 0.1 0.0 -0.1 0.460
H 1.253073 -0.849448 -4.477644 0.1 0.0 -0.1 0.469
O -2.968096 -0.296204 -3.718180 0.0 0.1 -0.2 -0.933
H -2.464578 0.369445 -4.200229 0.0 0.0 0.1 0.464
H -3.763031 -0.419010 -4.249205 0.0 0.0 0.1 0.469